The following is a quantum chemistry calculation of a structure of composition C31H63AgN4O8 at a distorted geometry, from the Open Molecules 2025 dataset.

Cartesian coordinates (Å):
Ag -4.2235 2.1805 -3.3746
N -2.4746 0.4120 -0.8348
O -2.5121 0.5028 0.4233
O -2.9982 1.3025 -1.5788
O -2.0185 -0.5178 -1.3354
C -3.5290 4.1430 0.6116
C -2.7921 4.9723 1.7574
C -1.9678 3.9066 2.5161
C -0.6684 3.5363 1.9282
C 0.1537 4.7010 1.3779
C -0.6044 5.9338 0.6136
N -1.9465 6.0792 1.2526
O -2.8147 6.9756 0.6649
C 0.3306 7.2063 0.7964
C -0.8097 5.4470 -0.8642
C -3.8757 5.4575 2.7717
H -2.9100 3.3041 0.2935
H -3.7454 4.8250 -0.2107
H -4.4807 3.6879 0.8862
H -1.6884 4.2257 3.5202
H -2.3708 2.9182 2.7370
H -0.7329 2.7933 1.1334
H 0.0029 3.0706 2.6497
H 0.7363 4.1813 0.6173
H 0.8518 5.0310 2.1473
H 1.2543 6.9505 0.2773
H -0.0550 8.1691 0.4609
H 0.5765 7.2520 1.8574
H 0.1878 5.5420 -1.2933
H -0.8919 4.3647 -0.9635
H -1.5470 5.9872 -1.4581
H -4.5093 6.2213 2.3210
H -3.2583 5.8785 3.5653
H -4.5071 4.6379 3.1147
H -2.9823 7.4637 1.4743
C 0.7490 -7.1340 1.2416
C 0.4399 -5.9152 2.2564
C 1.5584 -4.8184 2.1474
C 1.0231 -3.4556 2.5008
C -0.1439 -2.9595 1.7721
C -1.3287 -3.9738 2.0301
N -0.8692 -5.4159 1.7290
O -1.9244 -6.3030 1.7301
C -1.9729 -3.7192 3.4625
C -2.4905 -3.4369 1.0337
C 0.4414 -6.3126 3.6790
H 0.7812 -6.7909 0.2075
H -0.0072 -7.9106 1.1271
H 1.5168 -7.7735 1.6770
H 2.4070 -5.0497 2.7911
H 1.8548 -4.7481 1.1008
H 1.8641 -2.7909 2.3032
H 0.8197 -3.1585 3.5296
H 0.1022 -2.8669 0.7143
H -0.5240 -2.0646 2.2649
H -2.9317 -4.2360 3.5044
H -1.3098 -4.1303 4.2236
H -2.1276 -2.6853 3.7708
H -2.3558 -2.3626 0.9080
H -2.5338 -3.9791 0.0891
H -3.4703 -3.6652 1.4532
H -0.1577 -7.1968 3.8967
H 0.1320 -5.5643 4.4086
H 1.4832 -6.5126 3.9293
H -1.7929 -6.6912 0.8620
C 5.4002 1.7598 -2.9130
C 3.8729 1.7892 -2.7457
C 3.3930 1.0390 -4.0158
C 1.8545 0.6590 -3.9341
C 1.5765 -0.1248 -2.5957
C 2.0736 0.6261 -1.3461
N 3.4478 1.0572 -1.5408
O 4.0251 1.5872 -0.4206
C 1.0130 1.6491 -1.0212
C 2.0526 -0.4467 -0.2079
C 3.3679 3.3274 -2.7660
H 5.7593 2.5592 -3.5611
H 5.7208 0.8761 -3.4649
H 6.1034 1.8547 -2.0855
H 3.6417 1.6902 -4.8538
H 3.6909 0.0106 -4.2201
H 1.3349 0.1634 -4.7542
H 1.3033 1.5991 -3.9555
H 2.1779 -1.0252 -2.7217
H 0.5508 -0.4657 -2.4552
H 0.7125 2.3542 -1.7962
H 0.1103 1.1701 -0.6420
H 1.3058 2.1537 -0.1004
H 1.1641 -1.0467 -0.4043
H 2.8515 -1.1842 -0.2850
H 2.0782 -0.0065 0.7889
H 3.6376 3.9947 -3.5846
H 3.6850 3.9616 -1.9382
H 2.2855 3.3089 -2.6392
H 4.8197 1.0666 -0.2818
O -1.1001 -6.8093 -1.5423
C -1.1406 -5.6503 -2.0453
O -2.3232 -4.9642 -2.5298
C -1.9761 -3.7211 -3.0554
C -0.6860 -3.3541 -2.3677
C 0.0105 -4.6875 -2.2845
H -2.7448 -3.0167 -2.7375
H -1.7645 -3.6058 -4.1184
H -0.9763 -2.9225 -1.4098
H 0.0039 -2.6600 -2.8474
H 0.8181 -4.7408 -1.5544
H 0.4565 -4.9467 -3.2448

## Properties
Total charge: +1
HOMO level (spin up / spin down) in eV: -9.307 / -9.307
Orbital gap (spin up / spin down) in eV: 4.65 / 3.15
E in eV: -59488.181
Max |F| in hartree/bohr: 0.1334
Multiplicity: 2
E_LUMO (spin up / spin down) in eV: -4.7 / -6.2
Molecular weight in Da: 727.7

Here are the Löwdin charges for atoms 1 to 99, given in e:
1. Ag 0.873
2. N -0.637
3. O -0.022
4. O -0.173
5. O 0.028
6. C -0.027
7. C -0.449
8. C -0.168
9. C -0.221
10. C -0.104
11. C -0.393
12. N -0.138
13. O -0.020
14. C -0.017
15. C -0.032
16. C -0.032
17. H 0.041
18. H 0.063
19. H 0.074
20. H 0.116
21. H 0.126
22. H 0.081
23. H 0.118
24. H 0.082
25. H 0.107
26. H 0.074
27. H 0.075
28. H 0.071
29. H 0.067
30. H 0.059
31. H 0.077
32. H 0.075
33. H 0.082
34. H 0.086
35. H 0.100
36. C 0.015
37. C -0.425
38. C -0.093
39. C -0.221
40. C -0.143
41. C -0.332
42. N 0.106
43. O 0.126
44. C 0.008
45. C 0.011
46. C -0.018
47. H 0.069
48. H 0.080
49. H 0.100
50. H 0.134
51. H 0.122
52. H 0.123
53. H 0.128
54. H 0.109
55. H 0.136
56. H 0.089
57. H 0.062
58. H 0.108
59. H 0.079
60. H 0.067
61. H 0.081
62. H 0.107
63. H 0.087
64. H 0.107
65. H 0.113
66. C -0.045
67. C -0.441
68. C -0.120
69. C -0.154
70. C -0.138
71. C -0.500
72. N -0.128
73. O 0.004
74. C -0.033
75. C -0.025
76. C -0.006
77. H 0.083
78. H 0.076
79. H 0.077
80. H 0.120
81. H 0.111
82. H 0.099
83. H 0.085
84. H 0.110
85. H 0.092
86. H 0.077
87. H 0.070
88. H 0.079
89. H 0.057
90. H 0.084
91. H 0.085
92. H 0.076
93. H 0.075
94. H 0.042
95. H 0.107
96. O 0.051
97. C -0.311
98. O 0.007
99. C -0.201

***

The following is a quantum chemistry calculation of a cluster of 4 separate species, C31H63F3N5O4S in total at a distorted geometry, from the Open Molecules 2025 dataset.

Cartesian coordinates (Å):
C 1.7821 4.7134 2.4328
C 1.3995 3.3936 2.4433
C 0.4471 2.9916 1.3106
C 0.9710 2.1962 0.1989
S 2.7286 1.6419 0.1225
C 3.1777 1.2721 -1.6250
O 3.6337 2.6487 0.6502
O 2.8543 0.4329 0.9270
N 0.1860 1.8692 -0.8143
N -1.0450 2.2863 -0.7563
C -1.7236 2.9850 0.1826
C -3.2259 3.3663 0.0187
C -3.2560 4.4838 -1.1108
O -2.8428 5.7512 -0.5877
C -1.9990 6.4409 -1.4949
C -2.1830 7.9903 -1.3723
F -1.1672 8.6593 -1.9940
F -3.3347 8.3959 -1.9875
F -2.2477 8.4122 -0.0850
C -0.9503 3.4068 1.3638
C -1.5442 4.2054 2.5295
C -1.9231 3.1796 3.6945
O -0.9011 2.2137 3.9448
H 0.9638 5.4573 2.2729
H 2.8402 5.0255 2.5432
H 1.7337 2.7074 3.2455
H 4.1745 1.6855 -1.8866
H 3.2026 0.1555 -1.6788
H 2.3553 1.6268 -2.2865
H -1.6115 2.0380 -1.5772
H -3.6284 3.7612 0.9721
H -3.7838 2.4738 -0.3461
H -2.4427 4.1791 -1.8285
H -4.2263 4.5169 -1.6579
H -2.1714 6.1879 -2.5672
H -0.9042 6.2604 -1.2998
H -2.4930 4.7168 2.2591
H -0.8491 4.9652 2.9544
H -2.0878 3.7292 4.6513
H -2.8658 2.6343 3.4294
H -1.0949 1.4072 3.4422
C 0.7155 -6.2475 0.1364
C 0.5465 -4.9660 -0.6687
N 0.3326 -3.7892 0.1612
C -0.1413 -2.6358 -0.5840
C 0.7888 -2.0410 -1.6433
C 1.3568 -3.5142 1.1593
C 2.8004 -3.3480 0.6791
H -0.1153 -6.3888 0.8301
H 0.7400 -7.1061 -0.5373
H 1.6483 -6.2525 0.7040
H -0.3288 -5.1026 -1.3113
H 1.4097 -4.8455 -1.3375
H -0.4249 -1.8457 0.1211
H -1.0779 -2.9181 -1.0781
H 1.6207 -1.4984 -1.1914
H 0.2333 -1.3226 -2.2557
H 1.1895 -2.7987 -2.3179
H 1.3401 -4.3257 1.8939
H 1.0720 -2.6279 1.7354
H 3.1036 -4.1364 -0.0121
H 3.4757 -3.3899 1.5369
H 2.9587 -2.3827 0.1980
C 4.6858 -6.4886 2.6039
C 4.4988 -5.8065 3.9527
N 5.1045 -6.5350 5.0543
C 4.6661 -6.0724 6.3644
C 5.0237 -4.6414 6.7707
C 6.5273 -6.8152 4.9307
C 7.4768 -5.6313 4.7267
H 4.3462 -7.5256 2.6354
H 4.1012 -5.9671 1.8419
H 5.7287 -6.4733 2.2811
H 3.4210 -5.7373 4.1318
H 4.8719 -4.7742 3.8879
H 5.0384 -6.7602 7.1296
H 3.5758 -6.1725 6.4063
H 6.0820 -4.5399 7.0108
H 4.4658 -4.3673 7.6701
H 4.7688 -3.9148 5.9972
H 6.6657 -7.5033 4.0903
H 6.8588 -7.3886 5.8015
H 7.1261 -4.9439 3.9549
H 8.4563 -5.9999 4.4134
H 7.6292 -5.0704 5.6485
C -4.7385 4.9419 -5.4615
C -4.4392 3.4558 -5.6086
N -5.2847 2.6069 -4.7784
C -4.7983 1.2367 -4.6717
C -4.7538 0.3946 -5.9469
C -6.7232 2.7485 -4.9670
C -7.2859 2.5357 -6.3742
H -4.7075 5.2496 -4.4131
H -3.9913 5.5250 -6.0037
H -5.7151 5.2029 -5.8719
H -3.3955 3.3110 -5.3089
H -4.5010 3.1815 -6.6694
H -5.3888 0.7053 -3.9184
H -3.7824 1.2735 -4.2565
H -5.7499 0.0908 -6.2668
H -4.1866 -0.5211 -5.7604
H -4.2650 0.9161 -6.7711
H -7.0108 3.7531 -4.6403
H -7.2453 2.0831 -4.2728
H -6.7182 3.0724 -7.1357
H -8.3131 2.9041 -6.4146
H -7.3167 1.4805 -6.6431

## Properties
Total charge: +1
HOMO level in eV: -9.239
Orbital gap in eV: 4.46
E in eV: -67784.750
Max |F| in hartree/bohr: 0.0804
Multiplicity: 1
E_LUMO in eV: -4.8
Molecular weight in Da: 658.9

Here are the Löwdin charges for atoms 1 to 99, given in e:
1. C 0.069
2. C -0.120
3. C -0.044
4. C -0.188
5. S 0.684
6. C -0.102
7. O -0.304
8. O -0.310
9. N 0.122
10. N 0.070
11. C -0.076
12. C -0.029
13. C -0.164
14. O -0.115
15. C -0.093
16. C -0.531
17. F 0.123
18. F 0.120
19. F 0.137
20. C -0.036
21. C -0.085
22. C -0.197
23. O -0.068
24. H 0.075
25. H 0.096
26. H 0.138
27. H 0.088
28. H 0.067
29. H 0.063
30. H 0.189
31. H 0.119
32. H 0.139
33. H 0.114
34. H 0.143
35. H 0.145
36. H 0.150
37. H 0.116
38. H 0.115
39. H 0.136
40. H 0.128
41. H 0.102
42. C -0.081
43. C -0.268
44. N -0.193
45. C -0.256
46. C -0.088
47. C -0.238
48. C -0.077
49. H 0.083
50. H 0.077
51. H 0.055
52. H 0.118
53. H 0.101
54. H 0.102
55. H 0.109
56. H 0.030
57. H 0.064
58. H 0.073
59. H 0.102
60. H 0.112
61. H 0.070
62. H 0.070
63. H 0.041
64. C -0.084
65. C -0.278
66. N -0.197
67. C -0.251
68. C -0.090
69. C -0.247
70. C -0.084
71. H 0.083
72. H 0.047
73. H 0.068
74. H 0.115
75. H 0.097
76. H 0.113
77. H 0.108
78. H 0.055
79. H 0.071
80. H 0.065
81. H 0.102
82. H 0.116
83. H 0.065
84. H 0.073
85. H 0.054
86. C -0.087
87. C -0.276
88. N -0.204
89. C -0.265
90. C -0.082
91. C -0.248
92. C -0.078
93. H 0.063
94. H 0.076
95. H 0.071
96. H 0.110
97. H 0.104
98. H 0.109
99. H 0.093